Record 1
Entry from the Open Molecules 2025 dataset: a 2-piece molecular cluster, C6H10 overall (the ωB97M-V functional and the def2-TZVPD basis).

```
16
Properties=species:S:1:pos:R:3
C -1.0065 -0.8846 0.5003
C 0.2238 -0.8933 1.0169
C 1.1490 -0.0259 0.2304
C 1.3304 -0.4681 -1.1992
C 0.2936 0.5652 -0.8691
C -1.1366 0.0855 -0.6540
H -1.8348 -1.4901 0.8538
H 0.5602 -1.5146 1.8413
H 1.9322 0.5449 0.7188
H 0.9959 -1.4754 -1.4353
H 2.2162 -0.1403 -1.7380
H 0.4640 1.5790 -1.2187
H -1.5485 -0.3986 -1.5473
H -1.8094 0.9196 -0.4065
H -0.5606 1.7442 1.8474
H -1.2688 1.8526 2.0593
```

Computed properties:
* ΔE to the lowest compared entry with this formula, charge and spin: 1.896 eV
* E_HOMO: -8.851 eV
* multiplicity: 1

Atom charges from the Löwdin analysis, given in e for atoms 1 to 5: atom 1 (C): -0.1139, atom 2 (C): -0.0917, atom 3 (C): -0.2562, atom 4 (C): -0.0836, atom 5 (C): -0.2517

***

Record 2
Entry from the Open Molecules 2025 dataset: the molecule C6H10 in a non-equilibrium geometry (the ωB97M-V functional and the def2-TZVPD basis).

```
16
Properties=species:S:1:pos:R:3
C 0.5223 -1.1781 1.1716
C 0.0608 0.2486 1.1158
C 0.3236 1.1382 -0.0785
C 0.0876 0.4179 -1.4038
C -1.3125 -0.0210 -0.8850
C -1.0972 0.8090 0.3821
H 1.4290 -1.2470 1.7840
H 0.7799 -1.5406 0.1715
H -0.2398 -1.8333 1.5980
H 0.2427 0.8167 2.0318
H 1.1230 1.7862 0.2279
H -0.0139 1.0537 -2.2930
H 0.8226 -0.3573 -1.6385
H -1.4225 -1.0955 -0.7003
H -2.1502 0.3058 -1.5028
H -1.8535 1.4169 0.8672
```

Computed properties:
* ΔE to the lowest compared entry with this formula, charge and spin: 1.716 eV
* E_HOMO: -9.345 eV
* multiplicity: 1

Atom charges from the Löwdin analysis, given in e for atoms 1 to 5: atom 1 (C): -0.0651, atom 2 (C): -0.3053, atom 3 (C): -0.1858, atom 4 (C): -0.1398, atom 5 (C): -0.1336

***

- Which value of E_HOMO does entry 1 give?
  -8.851 eV